Entry from the Open Molecules 2025 dataset: a cluster of 5 separate species, C42H85FN6O7S in total in a non-equilibrium geometry (ωB97M-V with the def2-TZVPD basis set).

Geometry as XYZ:
```
142
Properties=species:S:1:pos:R:3:lowdin_spin:R:1
C -6.211 -0.889 -4.111 0.00
C -5.181 -2.108 -4.573 0.00
O -3.774 -1.661 -4.308 0.00
C -2.846 -2.788 -4.658 0.00
N -2.191 -3.378 -3.430 0.00
C -0.708 -3.095 -3.354 0.00
C -0.230 -2.320 -1.985 0.00
C 1.136 -2.901 -1.220 0.00
N -0.819 -1.214 -1.425 0.00
S -2.524 -5.091 -3.244 0.00
O -1.766 -5.981 -4.301 0.00
O -4.048 -5.426 -3.433 0.00
F -2.012 -5.500 -1.629 0.00
H -5.626 -0.120 -3.425 0.00
H -6.560 -0.292 -5.083 0.00
H -7.125 -1.367 -3.544 0.00
H -5.429 -3.085 -3.934 0.00
H -5.341 -2.384 -5.715 0.00
H -2.112 -2.351 -5.457 0.00
H -3.536 -3.568 -5.242 0.00
H -0.265 -2.558 -4.318 0.00
H -0.166 -4.159 -3.330 0.00
H 1.437 -3.977 -1.595 0.00
H 1.007 -2.922 -0.055 0.00
H 2.064 -2.191 -1.448 0.00
H -1.626 -0.966 -2.040 0.00
C 3.951 -0.173 -8.699 0.00
C 3.189 -1.324 -7.977 0.02
C 1.668 -1.007 -7.944 0.01
C 1.306 0.100 -6.953 0.00
C 1.850 -0.213 -5.561 0.01
C 3.374 -0.516 -5.564 0.02
N 3.758 -1.531 -6.602 0.30
O 3.322 -2.791 -6.145 0.62
C 4.161 0.800 -5.790 0.00
C 3.800 -0.944 -4.124 0.00
C 3.419 -2.556 -8.911 0.00
H 4.129 -0.392 -9.759 0.00
H 3.405 0.773 -8.679 0.00
H 4.945 -0.010 -8.265 0.00
H 1.101 -1.909 -7.677 0.00
H 1.319 -0.719 -8.943 0.00
H 1.687 1.064 -7.300 0.00
H 0.214 0.207 -6.903 0.00
H 1.633 0.631 -4.895 0.00
H 1.297 -1.068 -5.156 0.00
H 5.238 0.603 -5.877 0.00
H 4.027 1.492 -4.944 0.00
H 3.844 1.357 -6.670 0.00
H 3.246 -1.814 -3.752 0.00
H 3.617 -0.137 -3.404 0.00
H 4.871 -1.180 -4.085 0.00
H 4.485 -2.804 -8.978 0.00
H 3.064 -2.348 -9.928 0.00
H 2.880 -3.450 -8.581 0.00
C -2.011 3.853 -2.285 0.00
C -3.001 3.557 -3.450 0.02
C -3.067 4.780 -4.406 0.01
C -3.830 5.965 -3.814 0.00
C -5.219 5.541 -3.342 0.01
C -5.180 4.329 -2.370 0.02
N -4.350 3.193 -2.896 0.31
O -5.083 2.575 -3.929 0.62
C -4.638 4.790 -0.993 0.00
C -6.647 3.899 -2.050 0.00
C -2.327 2.368 -4.210 0.00
H -1.009 3.449 -2.477 0.00
H -1.871 4.921 -2.109 0.00
H -2.336 3.386 -1.347 0.00
H -3.549 4.495 -5.350 0.00
H -2.055 5.107 -4.674 0.00
H -3.269 6.408 -2.987 0.00
H -3.927 6.756 -4.571 0.00
H -5.710 6.396 -2.862 0.00
H -5.825 5.298 -4.222 0.00
H -4.524 3.939 -0.310 0.00
H -5.330 5.498 -0.512 0.00
H -3.685 5.314 -1.048 0.00
H -7.224 3.641 -2.947 0.00
H -7.195 4.711 -1.557 0.00
H -6.664 3.036 -1.374 0.00
H -2.244 1.487 -3.564 0.00
H -1.314 2.637 -4.535 0.00
H -2.868 2.079 -5.117 0.00
C -2.750 -0.005 4.072 0.00
C -1.943 -0.832 3.029 0.02
C -2.535 -2.265 2.923 0.01
C -2.215 -3.139 4.136 0.00
C -0.713 -3.167 4.409 0.01
C -0.098 -1.745 4.537 0.02
N -0.487 -0.844 3.400 0.30
O 0.240 -1.256 2.265 0.62
C -0.530 -1.116 5.886 0.00
C 1.450 -1.883 4.687 0.00
C -2.210 -0.084 1.683 0.00
H -3.526 0.613 3.603 0.00
H -3.270 -0.632 4.799 0.00
H -2.108 0.700 4.616 0.00
H -2.151 -2.767 2.025 0.00
H -3.624 -2.217 2.797 0.00
H -2.753 -2.782 5.018 0.00
H -2.573 -4.162 3.958 0.00
H -0.527 -3.743 5.323 0.00
H -0.223 -3.717 3.598 0.00
H -0.176 -0.080 5.968 0.00
H -0.104 -1.670 6.736 0.00
H -1.607 -1.122 6.050 0.00
H 1.917 -2.419 3.852 0.00
H 1.708 -2.446 5.593 0.00
H 1.926 -0.898 4.769 0.00
H -1.823 0.941 1.720 0.00
H -3.286 -0.023 1.476 0.00
H -1.766 -0.587 0.818 0.00
C 3.347 1.514 10.344 0.00
C 3.137 0.422 9.253 0.02
C 3.648 -0.949 9.777 0.01
C 5.173 -1.040 9.835 0.00
C 5.794 -0.682 8.487 0.01
C 5.313 0.694 7.949 0.02
N 3.818 0.835 7.978 0.30
O 3.297 0.039 6.938 0.62
C 5.971 1.829 8.774 0.00
C 5.904 0.904 6.518 0.00
C 1.583 0.349 9.103 0.00
H 2.444 1.681 10.944 0.00
H 4.132 1.254 11.056 0.00
H 3.586 2.489 9.902 0.00
H 3.277 -1.759 9.135 0.00
H 3.240 -1.148 10.775 0.00
H 5.566 -0.386 10.618 0.00
H 5.470 -2.059 10.116 0.00
H 6.886 -0.690 8.584 0.00
H 5.548 -1.473 7.770 0.00
H 5.587 2.810 8.467 0.00
H 7.061 1.848 8.623 0.00
H 5.832 1.729 9.849 0.00
H 5.625 0.109 5.817 0.00
H 7.001 0.916 6.545 0.00
H 5.578 1.862 6.096 0.00
H 1.177 1.305 8.751 0.00
H 1.107 0.122 10.065 0.00
H 1.256 -0.436 8.413 0.00
```

Values from the calculation:
Relative energy (zero: lowest compared OMol25 entry of this formula, charge and spin): 778.66 kJ/mol
Calculated total energy: -81743.1457 eV
HOMO level (spin up / spin down): -8.769 / -9.330 eV
Multiplicity: 5
HOMO-LUMO gap (spin up / spin down): 7.815 / 8.375 eV
Expectation value of S²: 6.019